[1]
{"formula": "C24H20F9N2O13PS2W", "method": "ωB97M-V/def2-TZVPD", "species": ["W", "O", "C", "C", "C", "N", "C", "C", "C", "O", "O", "C", "O", "O", "H", "H", "H", "O", "C", "C", "C", "N", "C", "C", "C", "O", "O", "C", "O", "O", "H", "H", "H", "F", "C", "F", "F", "C", "O", "C", "F", "F", "F", "C", "F", "F", "F", "C", "C", "C", "O", "P", "S", "S", "O", "C", "C", "C", "H", "H", "H", "H", "H", "H", "H", "H", "H", "H", "H", "H", "H", "H"], "coordinates": [[0.209, 0.576, 1.308], [2.946, -0.719, 6.707], [2.284, -0.342, 5.569], [2.551, 0.868, 4.938], [1.867, 1.165, 3.780], [0.976, 0.322, 3.263], [0.659, -0.803, 3.911], [1.303, -1.185, 5.067], [-0.530, -1.480, 3.284], [-1.003, -2.492, 3.762], [-0.984, -0.798, 2.276], [1.927, 2.446, 3.004], [2.646, 3.373, 3.347], [1.093, 2.426, 2.024], [3.621, -0.058, 6.893], [3.264, 1.588, 5.319], [1.035, -2.114, 5.547], [0.461, 5.373, -2.748], [0.360, 4.314, -1.891], [-0.739, 4.149, -1.061], [-0.767, 3.040, -0.240], [0.219, 2.158, -0.241], [1.323, 2.362, -0.955], [1.424, 3.423, -1.826], [2.471, 1.461, -0.543], [3.561, 1.592, -1.079], [2.165, 0.711, 0.449], [-1.775, 2.812, 0.863], [-2.685, 3.610, 1.015], [-1.468, 1.807, 1.600], [-0.331, 5.912, -2.651], [-1.552, 4.862, -1.000], [2.338, 3.573, -2.384], [3.807, -1.324, -0.314], [2.734, -2.094, -0.497], [3.191, -3.241, -1.077], [1.935, -1.517, -1.386], [1.989, -2.405, 0.856], [1.241, -1.443, 1.374], [1.112, -3.694, 0.598], [0.488, -3.631, -0.594], [1.832, -4.845, 0.600], [0.178, -3.822, 1.528], [3.084, -2.769, 1.920], [3.661, -1.665, 2.400], [2.529, -3.411, 2.963], [4.078, -3.562, 1.459], [-3.154, -3.135, -1.236], [-2.948, -2.404, -2.551], [-1.641, -2.789, -3.224], [-3.018, -0.968, -2.451], [-2.697, -0.068, -1.143], [-4.035, -0.159, 0.247], [-0.753, -0.552, -0.723], [-2.768, 1.390, -1.832], [-2.363, 1.825, -3.130], [-1.010, 1.311, -3.586], [-3.469, 1.519, -4.125], [-3.146, -4.209, -1.443], [-4.103, -2.863, -0.780], [-2.357, -2.914, -0.525], [-3.781, -2.648, -3.218], [-0.797, -2.538, -2.582], [-1.533, -2.263, -4.174], [-1.629, -3.864, -3.418], [-2.288, 2.910, -3.010], [-1.022, 0.233, -3.739], [-0.238, 1.539, -2.855], [-0.753, 1.799, -4.531], [-3.553, 0.443, -4.284], [-3.250, 2.006, -5.078], [-4.422, 1.891, -3.748]], "mulliken_charge": [2.66, -0.58, 1.12, -0.66, 0.15, 0.02, 0.41, -0.61, 0.26, -0.80, -0.55, -0.14, -0.84, -0.64, 0.28, 0.40, 0.57, -0.61, 1.01, -0.51, -0.01, 0.88, 0.09, -0.71, -0.14, -0.84, -0.69, 0.04, -0.86, -0.62, 0.31, 0.49, 0.58, -0.27, -0.05, -0.33, -0.09, 1.03, -0.39, 0.28, -0.18, -0.33, -0.21, 0.18, -0.23, -0.27, -0.31, -1.37, 0.50, -0.94, -0.20, 0.42, -0.54, -0.22, -0.43, 0.78, -0.56, -1.59, 0.51, 0.35, 0.19, 0.26, 0.05, 0.21, 0.51, 0.38, -0.04, -0.10, 0.50, 0.17, 0.49, 0.35], "gap_ev": [5.3596, 5.3609], "molar_mass_g_mol": 994.355, "charge": -2, "relative_energy_kcal_mol": 14.2, "lumo_energy_ev": [3.98, 3.98], "e_tot_ev": -112064.5542}


[2]
{"formula": "C10H12N2", "method": "ωB97M-V/def2-TZVPD", "species": ["C", "C", "C", "C", "C", "C", "C", "C", "C", "C", "N", "N", "H", "H", "H", "H", "H", "H", "H", "H", "H", "H", "H", "H"], "coordinates": [[-0.762, 0.444, -0.927], [0.282, -0.592, -1.058], [0.180, 1.841, 0.780], [-0.151, -1.961, -0.492], [0.788, 0.806, 1.374], [-1.245, -1.749, 0.451], [-0.893, 1.490, -0.119], [1.024, -1.187, 0.068], [-1.950, 2.503, -0.497], [2.419, -1.702, 0.215], [-0.959, -0.840, 1.349], [0.372, -0.541, 1.270], [-1.458, 0.157, -1.682], [0.749, -0.406, -2.001], [0.348, 2.865, 1.087], [-0.073, -2.776, -1.077], [1.743, 0.977, 1.971], [-2.171, -2.258, 0.410], [-1.971, 3.304, 0.204], [-2.899, 1.982, -0.446], [-1.807, 2.967, -1.472], [2.720, -2.189, -0.684], [2.551, -2.256, 1.055], [3.163, -0.880, 0.220]], "mulliken_charge": [-0.83, -0.23, -0.57, -0.69, -0.46, -0.49, 1.13, 0.80, -1.57, -1.70, -0.75, 0.34, 0.39, 0.46, 0.42, 0.65, 0.32, 0.49, 0.43, 0.36, 0.32, 0.44, 0.37, 0.34], "gap_ev": 8.7214, "molar_mass_g_mol": 160.220, "relative_energy_kcal_mol": 97.7, "lumo_energy_ev": 0.98, "e_tot_ev": -13540.5648}


[3]
{"formula": "C7H7O6Pb", "method": "ωB97M-V/def2-TZVPD", "species": ["O", "C", "Pb", "O", "C", "C", "O", "C", "O", "C", "O", "H", "C", "C", "O", "H", "H", "H", "H", "H", "H"], "coordinates": [[-2.195, -5.233, -0.837], [-2.159, -4.108, -0.637], [-0.018, -0.095, -0.024], [-3.137, -1.118, -0.123], [-2.108, -0.623, -0.058], [2.166, 0.197, -0.033], [3.314, 0.189, -0.054], [-0.022, 0.219, -2.174], [0.008, 0.132, -3.320], [0.088, -0.605, 2.095], [0.186, -1.066, 3.147], [0.386, -1.842, -0.353], [1.494, 3.538, 0.603], [0.462, 2.730, 1.378], [-0.625, 2.291, 0.411], [2.113, 2.926, -0.057], [2.128, 3.995, 1.373], [0.977, 4.317, 0.045], [0.920, 1.876, 1.928], [-0.178, 3.275, 2.068], [-0.424, 2.541, -0.470]], "mulliken_charge": [-0.06, 0.06, 1.56, 0.09, 0.06, 0.11, 0.06, 0.19, 0.06, 0.20, 0.05, 0.27, -1.08, -0.05, -0.50, 0.27, 0.37, 0.44, 0.19, 0.31, 0.40], "gap_ev": 6.4608, "molar_mass_g_mol": 394.327, "charge": 3, "lumo_energy_ev": -15.52, "e_tot_ev": -24862.2584}


[4]
{"formula": "C14H22N2O3", "method": "ωB97M-V/def2-TZVPD", "species": ["C", "H", "H", "H", "C", "N", "H", "C", "C", "O", "H", "C", "O", "C", "C", "C", "C", "C", "C", "H", "H", "C", "H", "C", "O", "N", "H", "H", "H", "H", "H", "H", "H", "H", "H", "H", "C", "H", "H", "H", "H"], "coordinates": [[-5.762, 0.362, -0.194], [-6.573, 0.381, -0.917], [-6.150, -0.014, 0.752], [-5.411, 1.381, -0.045], [-4.625, -0.538, -0.694], [-3.499, -0.618, 0.222], [-3.827, -0.983, 1.112], [-2.752, 0.609, 0.435], [-1.287, 0.268, 0.760], [-1.194, -0.596, 1.873], [-1.706, -1.387, 1.667], [-0.463, 1.530, 1.080], [0.455, 1.873, 0.072], [1.571, 1.105, -0.097], [2.440, 1.520, -1.106], [3.606, 0.826, -1.354], [3.938, -0.302, -0.609], [3.066, -0.708, 0.391], [1.892, -0.023, 0.651], [1.237, -0.380, 1.428], [3.307, -1.582, 0.980], [5.223, -1.040, -0.843], [5.628, -0.801, -1.829], [6.297, -0.680, 0.184], [7.057, -1.490, 0.660], [6.353, 0.638, 0.481], [5.656, 1.278, 0.142], [7.011, 0.953, 1.174], [5.072, -2.119, -0.788], [4.263, 1.160, -2.146], [2.178, 2.393, -1.683], [0.040, 1.377, 2.042], [-1.117, 2.401, 1.166], [-0.851, -0.224, -0.123], [-3.161, 1.227, 1.249], [-2.764, 1.197, -0.485], [-5.135, -1.954, -0.948], [-5.906, -1.948, -1.713], [-5.556, -2.374, -0.036], [-4.318, -2.590, -1.276], [-4.234, -0.129, -1.634]], "mulliken_charge": [-1.32, 0.41, 0.33, 0.34, 0.33, -0.27, 0.34, -0.98, 0.56, -0.63, 0.36, -0.89, -0.45, 0.72, -0.71, -0.16, 0.16, -0.74, -0.23, 0.38, 0.42, -1.04, 0.32, 0.54, -0.64, -0.29, 0.21, 0.23, 0.28, 0.35, 0.44, 0.40, 0.38, 0.17, 0.34, 0.44, -1.51, 0.41, 0.35, 0.36, 0.30], "gap_ev": 9.1919, "molar_mass_g_mol": 266.341, "relative_energy_kcal_mol": 33.4, "lumo_energy_ev": 0.75, "e_tot_ev": -23998.0667}